Record 1
This record from OMol25 describes 9 unconnected molecules or ions with the total composition C4H28N2O8. The level of theory is ωB97M-V with the def2-TZVPD basis set.

Last column: Löwdin charge in e.
Atoms and positions in Å:
O  1.641  3.837  0.541  -0.020
O  2.016  -2.842  -2.856  -0.041
O  2.988  0.142  -2.737  -0.044
O  -2.467  -0.283  -3.606  -0.044
O  -0.644  2.792  0.537  -0.094
O  -2.896  -1.603  -1.235  -0.059
O  -0.345  -2.592  -0.980  -0.073
O  -3.389  0.122  1.468  -0.055
N  1.105  -0.213  -0.323  0.233
N  -1.069  1.361  2.841  0.166
C  2.137  -1.769  1.140  0.139
C  -0.357  0.052  2.761  -0.092
C  1.062  0.289  2.130  -0.106
C  1.353  -0.709  1.068  -0.293
H  -3.344  -0.181  0.548  0.020
H  1.854  -0.012  -1.009  0.134
H  1.538  -2.347  -2.181  -0.018
H  -0.357  -3.419  -1.490  0.087
H  3.258  0.959  -3.154  0.056
H  0.529  0.651  -0.257  0.151
H  2.707  -2.290  0.339  0.109
H  1.966  4.717  0.264  0.113
H  -1.330  3.324  0.118  0.078
H  -2.623  -1.697  -2.167  0.036
H  0.206  3.363  0.471  0.009
H  1.910  0.245  2.803  0.134
H  -0.811  1.898  1.982  0.080
H  3.258  -0.660  -3.202  0.050
H  -0.198  -0.336  3.775  0.141
H  -2.084  1.279  2.974  0.150
H  2.156  -3.689  -2.417  0.055
H  -3.274  -2.470  -1.037  0.084
H  0.490  -0.903  -0.776  0.103
H  -4.283  0.507  1.526  0.075
H  2.373  -2.407  1.973  0.094
H  -0.942  -0.700  2.203  0.134
H  1.659  4.051  1.492  0.094
H  -1.863  -0.012  -4.313  0.067
H  -0.786  1.980  3.600  0.175
H  1.197  1.272  1.658  0.107
H  -1.152  -2.035  -1.012  0.012
H  -3.185  0.329  -3.460  0.051

Results
- Largest force on an atom: 2.7 eV Å⁻¹
- HOMO: -16.79 eV
- E_tot: -23947.6525 eV
- Net charge: +2



Record 2
This record from OMol25 describes 10 unconnected molecules or ions with the total composition C4H28N2O9. The level of theory is ωB97M-V with the def2-TZVPD basis set.

Last column: Löwdin charge in e.
Atoms and positions in Å:
O  -1.042  -2.935  -1.147  -0.041
O  -1.050  3.872  2.679  -0.023
O  2.658  0.099  3.427  -0.059
O  3.544  -0.677  0.441  -0.069
O  -3.842  -2.544  -0.578  -0.061
O  0.591  -0.313  2.005  -0.074
O  1.200  -1.986  -2.850  -0.111
O  1.227  -2.530  3.077  -0.009
O  -1.108  -2.378  1.562  -0.106
N  1.489  1.133  -2.093  -0.027
N  -1.938  1.343  0.188  0.013
C  -1.228  2.315  -0.756  -0.271
C  0.044  0.881  -2.483  -0.204
C  -1.057  1.934  -2.191  -0.219
C  1.892  2.297  -1.849  -0.055
H  1.298  3.217  -1.853  0.084
H  -1.822  3.248  -0.511  0.126
H  -0.935  3.021  3.110  0.041
H  1.344  -1.113  -3.421  0.083
H  3.885  0.189  0.535  0.005
H  3.077  -0.857  1.324  0.045
H  0.373  -2.507  3.335  -0.019
H  2.813  2.443  -1.471  0.028
H  -4.066  -3.319  0.005  0.076
H  2.296  0.881  3.136  -0.019
H  1.130  -3.001  2.199  0.106
H  0.310  0.447  -3.536  0.133
H  -1.895  1.694  -2.839  0.105
H  -1.625  -1.503  1.873  0.132
H  1.265  -0.164  1.364  0.004
H  -1.398  0.335  0.042  0.112
H  -0.292  2.519  -0.280  0.079
H  -0.979  2.882  -2.779  0.114
H  1.846  -0.395  3.783  0.073
H  -3.219  -2.961  -1.130  -0.032
H  0.696  -1.218  2.261  -0.063
H  -1.130  -2.331  0.615  -0.039
H  -1.648  3.770  2.007  -0.040
H  -1.333  -2.096  -1.556  0.060
H  -0.265  -3.153  -1.628  0.017
H  -0.148  0.087  -1.717  0.087
H  -2.781  1.165  -0.170  -0.017
H  1.822  -1.793  -2.131  0.037

Results
- Largest force on an atom: 7.2 eV Å⁻¹
- HOMO: -10.08 eV
- E_tot: -26006.3542 eV
- Net charge: 0



Record 3
This record from OMol25 describes 11 unconnected molecules or ions with the total composition C4H28NO12. The level of theory is ωB97M-V with the def2-TZVPD basis set.

Last column: Löwdin charge in e.
Atoms and positions in Å:
O  2.602  -0.207  3.017  -0.062
O  -3.573  2.048  -0.911  -0.103
O  0.589  -2.600  -0.818  -0.109
O  3.154  1.015  -0.237  -0.089
O  1.021  1.514  -1.649  -0.052
O  -3.198  -0.252  0.348  -0.338
O  -2.533  -0.443  -2.538  -0.075
O  2.774  3.053  1.267  -0.082
O  0.569  1.894  1.958  -0.028
O  -2.270  -2.287  -0.776  -0.156
O  -1.208  1.862  -2.957  -0.093
O  3.801  -1.682  -1.219  -0.110
N  -1.440  0.970  1.595  0.135
C  0.527  -0.345  1.007  -0.120
C  0.090  -1.750  1.403  -0.175
C  -0.107  0.900  1.674  -0.511
C  0.845  -2.793  0.574  -0.253
H  1.915  -2.783  0.765  0.110
H  -1.720  -0.872  -2.252  0.029
H  -1.870  1.868  1.570  0.083
H  -1.881  1.397  -2.414  0.008
H  -3.031  2.723  -0.488  0.022
H  0.641  0.853  -2.231  0.045
H  0.706  2.353  -2.008  0.050
H  -2.824  -0.293  -1.619  -0.004
H  -4.067  -0.476  0.681  0.023
H  0.212  -2.091  2.456  0.124
H  -2.047  -0.029  1.366  0.138
H  -1.619  1.711  -3.817  0.048
H  -0.365  -2.347  -0.881  0.046
H  2.209  2.830  2.029  0.029
H  2.227  3.381  0.555  0.035
H  -2.774  -3.094  -0.715  0.035
H  2.872  -1.711  -1.534  0.021
H  0.369  -0.234  -0.060  0.101
H  1.623  -0.305  1.164  0.068
H  2.217  1.233  -0.370  -0.013
H  0.557  -3.800  0.753  0.096
H  3.555  -0.987  -0.545  0.011
H  -0.997  -1.900  1.287  0.089
H  -2.726  -1.426  -0.319  -0.004
H  -3.285  1.210  -0.452  -0.026
H  1.938  0.504  3.024  0.023
H  3.653  1.695  0.213  0.021
H  2.871  -0.309  2.103  0.009

Results
- Largest force on an atom: 4.2 eV Å⁻¹
- HOMO: -6.68 eV
- E_tot: -30664.4541 eV
- Net charge: -1



Record 4
This record from OMol25 describes 11 unconnected molecules or ions with the total composition C4H28NO13. The level of theory is ωB97M-V with the def2-TZVPD basis set.

Last column: Löwdin charge in e.
Atoms and positions in Å:
O  -3.331  2.093  -2.924  -0.071
O  -3.964  1.255  -0.413  -0.095
O  -0.011  -1.493  -2.639  -0.072
O  -1.040  2.666  2.532  -0.114
O  -0.458  0.287  -0.686  -0.085
O  2.885  -2.724  0.962  -0.112
O  0.996  -3.294  -0.910  -0.099
O  -0.909  3.254  -2.825  -0.038
O  3.545  0.157  -0.076  -0.243
O  -2.717  -1.057  -1.020  -0.102
O  -1.310  -2.837  0.486  -0.102
O  1.482  2.138  3.126  -0.132
O  3.642  1.727  1.863  -0.146
N  1.360  -0.318  0.455  0.145
C  0.065  -0.216  0.375  -0.443
C  2.321  0.145  -0.630  -0.337
C  -0.816  -0.678  1.500  -0.087
C  -0.830  -2.196  1.649  -0.222
H  -3.392  -0.408  -0.702  0.025
H  0.166  -3.230  -0.388  0.010
H  -1.247  1.893  1.990  -0.016
H  3.614  1.024  1.011  0.014
H  -3.457  1.873  0.140  0.053
H  2.243  -0.608  -1.450  0.118
H  0.779  -2.691  -1.673  0.018
H  0.185  -2.599  1.817  0.122
H  -0.539  -0.198  2.443  0.121
H  -1.477  -2.506  2.481  0.118
H  -0.964  3.741  -1.988  0.076
H  -1.845  -0.326  1.405  0.117
H  -3.831  1.612  -1.349  0.024
H  -1.926  -2.315  -0.077  0.058
H  -0.949  -1.713  -2.692  0.046
H  3.858  2.570  1.452  0.038
H  1.825  -0.767  1.230  0.132
H  -3.076  1.265  -3.348  0.059
H  1.744  1.792  3.983  0.038
H  -0.407  2.462  -2.571  0.065
H  0.022  -0.735  -1.999  0.013
H  -0.082  2.574  2.796  -0.016
H  -1.909  -0.490  -0.961  -0.012
H  2.294  1.934  2.492  0.010
H  2.254  -2.981  0.241  -0.008
H  3.452  -2.059  0.536  0.015
H  -2.474  2.593  -2.898  0.010
H  1.999  1.137  -0.933  0.106

Results
- Largest force on an atom: 1.5 eV Å⁻¹
- HOMO: -5.68 eV
- E_tot: -32714.1293 eV
- Net charge: -1